1.
15
Properties=species:S:1:pos:R:3:lowdin_charge:R:1 method="wB97M-V/def2-TZVPD" smiles="[H]/N=C(/N)N1C[C@@H]1C=S" molar_mass_g_mol=129.19 relative_energy_kj_mol=485.35 orbital_gap_ev=8.3
C 0.92268 -0.74990 -0.36904 -0.594
C 0.13944 1.59738 -0.01558 0.028
C -0.96891 0.54104 -0.69059 -0.300
C -1.82845 -0.16476 0.53672 -0.579
H 2.45499 0.43858 0.52365 0.046
H 2.73457 -1.05374 0.94117 0.104
H -0.21514 -2.32682 -1.04734 0.116
H 0.43325 2.62020 -0.26807 0.101
H -0.06548 1.19256 0.99028 0.079
H -1.67642 0.84110 -1.55547 0.128
H -1.58096 -0.39333 1.61966 0.075
N 1.96048 -0.41431 0.63301 0.090
N 0.65875 -1.95846 -0.46124 0.118
N 0.36233 0.34215 -0.84612 -0.077
S -3.33111 -0.51168 0.00895 0.663

---

2.
18
Properties=species:S:1:pos:R:3:lowdin_charge:R:1 method="wB97M-V/def2-TZVPD" molar_mass_g_mol=97.16 relative_energy_kj_mol=308.39 orbital_gap_ev=9.4
C 2.02343 -0.52944 0.06840 -0.096
C 0.82824 0.35012 0.38793 -0.223
C 0.80628 1.57491 -0.44866 -0.130
C -1.03775 -0.94568 0.07060 -0.172
C -2.37254 -0.57528 0.75391 -0.109
C -0.89490 -0.46700 -1.25540 -0.339
N -0.60363 0.11063 -2.22197 0.130
H 2.27527 -1.18698 0.89855 0.074
H 2.95787 -0.02000 -0.24523 0.093
H 1.70191 -1.10997 -0.79677 0.076
H 0.58763 0.56810 1.41820 0.101
H 1.64102 1.90867 0.22099 0.107
H -0.04623 2.25116 -0.33423 0.089
H 1.14647 1.51332 -1.49237 0.079
H -0.82291 -2.02315 0.16832 0.107
H -3.24463 -1.15966 0.39997 0.079
H -2.32316 -0.73337 1.83604 0.064
H -2.62237 0.47363 0.57173 0.070

---

3.
38
Properties=species:S:1:pos:R:3:lowdin_charge:R:1 method="wB97M-V/def2-TZVPD" smiles="Cc1ccn2cc(CCNC(=O)Cc3cccs3)nc2c1" molar_mass_g_mol=299.40 relative_energy_kj_mol=21.76 orbital_gap_ev=8.7
C 0.37185 4.03125 -1.03621 -0.048
C 0.93407 2.77466 -0.44996 -0.290
C 0.98213 1.60314 -1.15878 0.026
C 1.50123 0.44756 -0.55976 -0.279
N 1.62302 -0.77956 -1.03519 0.156
C 2.17515 -1.51201 -0.03875 -0.303
C 2.40191 -0.73098 1.07129 -0.006
N 1.97235 0.51727 0.75009 0.006
C 1.92785 1.66833 1.45694 -0.029
C 1.41901 2.79015 0.88164 -0.033
H 1.37903 3.70729 1.44736 0.113
H 2.30065 1.63829 2.46967 0.131
H 2.80684 -0.97451 2.03132 0.126
C 2.34599 -2.98506 -0.18113 -0.113
H 3.16835 -3.33976 0.44011 0.114
H 2.55408 -3.21953 -1.22652 0.113
C 1.03915 -3.67790 0.25115 -0.172
N -0.09765 -3.11968 -0.44426 0.050
C -0.77599 -2.06542 0.07752 -0.502
O -0.69944 -1.72834 1.23690 0.082
C -1.68089 -1.37911 -0.95252 -0.119
C -2.61416 -0.41851 -0.30695 -0.540
C -2.32721 0.79459 0.23483 -0.125
C -3.45285 1.42420 0.81294 -0.186
C -4.58045 0.67945 0.70594 -0.423
S -4.28895 -0.81195 -0.09903 1.030
H -5.57017 0.90606 1.04931 0.055
H -3.41934 2.38921 1.28699 0.098
H -1.34162 1.22323 0.22168 0.096
H -2.23491 -2.13985 -1.50504 0.112
H -1.01456 -0.85196 -1.64213 0.114
H -0.07129 -3.19744 -1.45000 0.141
H 0.86693 -3.51207 1.31664 0.121
H 1.09165 -4.75140 0.05159 0.115
H 0.62247 1.53591 -2.17294 0.123
H 1.11365 4.82853 -1.00622 0.083
H -0.49345 4.36058 -0.46156 0.083
H 0.06557 3.87536 -2.06698 0.078

---

4.
43
Properties=species:S:1:pos:R:3:lowdin_charge:R:1 method="wB97M-V/def2-TZVPD" molar_mass_g_mol=302.35 orbital_gap_ev=9.2 total_charge=+1
C -1.04608 -1.91827 3.38068 -0.065
C -0.73898 -2.72644 2.09568 -0.209
N -1.63001 -2.48485 0.95481 -0.115
C -1.39020 -1.22075 0.27782 -0.230
C -1.30043 -1.39954 -1.24526 -0.330
S 0.41651 -1.65830 -1.76668 1.110
C 0.60957 -3.24958 -2.61227 -0.245
C -3.02286 -2.69481 1.27169 -0.461
C -3.62304 -3.98012 0.73734 0.022
O -3.70112 -1.90523 1.87743 0.128
H -1.71650 -1.08804 3.17228 0.069
H -0.12832 -1.51395 3.80030 0.072
H -1.52830 -2.54287 4.12661 0.077
H 0.30103 -2.55103 1.82998 0.108
H -0.79584 -3.78402 2.35542 0.115
H -2.25029 -0.56125 0.42272 0.132
H -0.52164 -0.67904 0.64662 0.125
H -1.98272 -2.14969 -1.63284 0.100
H -1.61168 -0.44875 -1.68050 0.103
H 0.63227 -0.71467 -2.70830 0.031
H 0.67805 -3.12073 -3.68551 0.066
H 1.49734 -3.70759 -2.19253 0.057
H -0.24840 -3.86928 -2.36846 0.064
H -3.56315 -3.90612 -0.34965 0.079
H -3.10551 -4.85966 1.10750 0.089
H -4.67417 -3.97489 1.00169 0.088
C 1.34920 4.12475 1.44638 -0.091
O 1.36836 3.00493 0.52668 -0.250
P 1.64633 3.32672 -1.08055 0.513
O 0.72486 2.37789 -1.75859 -0.284
O 3.18122 2.82332 -1.03179 -0.247
C 3.52423 1.59713 -0.40090 -0.106
O 2.05674 4.40161 -2.24649 -0.210
C 1.51571 5.74387 -2.16005 -0.086
H 1.14060 3.73893 2.44001 0.089
H 2.31793 4.62976 1.46082 0.092
H 0.56793 4.83567 1.17543 0.086
H 2.74051 0.84782 -0.52867 0.068
H 3.71428 1.76320 0.65861 0.088
H 4.43978 1.23720 -0.86563 0.092
H 1.85236 6.23821 -1.24861 0.084
H 0.42461 5.71655 -2.18666 0.090
H 1.87982 6.30192 -3.01656 0.092

---

5.
12
Properties=species:S:1:pos:R:3:lowdin_charge:R:1 method="wB97M-V/def2-TZVPD" smiles="NCC(=S)NS" molar_mass_g_mol=122.22 relative_energy_kj_mol=67.53 orbital_gap_ev=8.8
C -0.81540 -0.36010 -0.70148 -0.285
C 0.12532 0.25831 0.38399 -0.873
H -1.80761 -1.95090 0.33376 0.069
H -0.36169 -2.30262 -0.16792 0.059
H -1.76578 0.16228 -0.75367 0.117
H -0.26650 -0.28259 -1.65071 0.107
H 0.92539 1.30351 -1.11059 0.060
H 2.35311 1.55931 1.50774 -0.157
N -1.15599 -1.73429 -0.42977 -0.041
N 1.00105 1.11601 -0.14530 -0.419
S 0.04303 -0.19809 1.99499 0.607
S 1.72508 2.42916 0.73896 0.757

---

6.
83
Properties=species:S:1:pos:R:3:lowdin_charge:R:1 method="wB97M-V/def2-TZVPD" multiplicity=4 molar_mass_g_mol=884.07 s_squared=3.766 relative_energy_kj_mol=19.79 orbital_gap_ev="7.9 / 8.1" total_charge=+2
W 0.70515 -0.23788 -0.68574 1.058
C 2.49081 -3.22231 -0.29839 -0.154
N 2.85505 -2.17753 -1.23289 -0.133
C 2.77268 -2.54752 -2.63851 -0.103
C 2.10435 -1.42900 -3.36795 -0.269
N 1.54612 -0.40067 -2.75866 -0.005
C 1.09897 0.44141 -3.76947 -0.254
C 0.49259 1.69644 -3.72953 -0.081
C 0.11262 2.25880 -4.93097 -0.063
C 0.31892 1.60914 -6.15089 -0.058
C 0.96527 0.39161 -6.21509 0.005
C 1.36727 -0.16734 -5.01137 -0.172
N 2.02527 -1.33955 -4.71172 0.196
C 1.00244 -3.35271 -0.24235 -0.291
N 0.12907 -2.36980 -0.43105 0.001
C -1.12201 -2.93424 -0.16871 -0.211
C -2.40893 -2.40019 -0.13408 -0.040
C -3.45051 -3.23269 0.22216 -0.055
C -3.25377 -4.57991 0.52590 -0.054
C -1.99331 -5.13730 0.50002 0.007
C -0.94574 -4.29417 0.16241 -0.177
N 0.40721 -4.51598 0.08825 0.200
H 2.85264 -2.93934 0.69905 0.116
H 2.93176 -4.20164 -0.54578 0.139
H 3.76707 -1.79396 -1.00805 0.109
H 2.17506 -3.46008 -2.75522 0.141
H 3.76053 -2.73891 -3.08107 0.145
H 0.34754 2.22715 -2.79890 0.079
H -0.36004 3.22883 -4.93302 0.112
H -0.01848 2.07927 -7.06102 0.115
H 1.14686 -0.11225 -7.15077 0.120
H 2.39335 -1.99213 -5.38604 0.184
H -2.61725 -1.37103 -0.36845 0.057
H -4.44877 -2.82742 0.26417 0.116
H -4.10174 -5.19094 0.78474 0.116
H -1.82294 -6.17447 0.74171 0.121
H 0.87212 -5.38778 0.29023 0.184
O 1.29209 1.80814 -0.81715 -0.326
N 2.23623 2.33175 -0.05517 -0.188
C 2.51202 3.64320 -0.20418 -0.008
C 3.45729 4.26483 0.56790 -0.022
C 4.13677 3.52923 1.54162 -0.020
C 3.85126 2.18950 1.67805 -0.058
C 2.90640 1.57798 0.85292 -0.597
S 2.59465 -0.11266 0.93012 0.723
H 1.93412 4.14694 -0.96349 0.150
H 3.66777 5.30994 0.41230 0.123
H 4.87316 4.00635 2.16902 0.125
H 4.35632 1.57148 2.40209 0.118
Cl -1.42239 0.18767 -1.96429 0.846
C -2.48541 1.11345 -0.94242 -0.572
C -3.60208 1.70786 -1.50760 -0.068
C -4.44471 2.46719 -0.70996 -0.034
C -4.17314 2.62327 0.64140 -0.033
C -3.06476 2.01185 1.19882 -0.074
C -2.20524 1.23990 0.41635 -0.361
P -0.70360 0.48806 1.13221 0.951
C -1.22715 -0.78612 2.31345 -0.365
C -2.51755 -0.91929 2.80778 -0.068
C -2.79735 -1.92201 3.72034 -0.050
C -1.80632 -2.80620 4.11457 -0.050
C -0.52187 -2.69077 3.60402 -0.057
C -0.23051 -1.67762 2.71109 -0.134
C -0.12485 1.85983 2.18010 -0.350
C 0.29875 1.65251 3.48921 -0.064
C 0.72417 2.72642 4.25245 -0.053
C 0.73370 4.00265 3.71321 -0.055
C 0.33538 4.21003 2.40002 -0.064
C -0.09126 3.14319 1.63270 -0.114
H -3.80928 1.59059 -2.55937 0.118
H -5.30791 2.94217 -1.15066 0.123
H -4.82169 3.22602 1.25798 0.121
H -2.83481 2.14140 2.24732 0.124
H -3.29570 -0.24379 2.48720 0.103
H -3.79317 -2.01612 4.12622 0.116
H -2.03369 -3.57802 4.83288 0.115
H 0.25153 -3.38068 3.91127 0.113
H 0.77439 -1.55917 2.31793 0.050
H 0.27688 0.66128 3.91810 0.105
H 1.03718 2.57008 5.27421 0.115
H 1.04084 4.84194 4.31670 0.114
H 0.34330 5.20491 1.97920 0.116
H -0.41701 3.29690 0.61058 0.112

---

7.
78
Properties=species:S:1:pos:R:3:lowdin_charge:R:1 method="wB97M-V/def2-TZVPD" molar_mass_g_mol=577.64 relative_energy_kj_mol=1394.87 orbital_gap_ev=10.0
Cu 3.72502 -1.56902 0.09970 0.379
Cl 1.35420 -0.08724 -0.15276 0.742
O 0.62482 -0.10670 -1.35931 -0.375
O 2.55116 0.66320 -0.27135 -0.281
O 0.42930 0.54037 0.77211 -0.337
O 1.67563 -1.35284 0.34588 -0.340
C -1.30584 2.65422 2.24912 -0.092
C -1.10075 1.12652 2.35875 -0.275
C -2.41124 0.43351 2.87575 -0.200
C -2.68342 0.80596 4.33205 -0.161
N -2.90933 1.09373 5.46333 0.103
H -0.52009 3.29065 1.84213 0.063
H -1.62260 3.03380 3.22055 0.074
H -2.10558 2.98751 1.58772 0.058
H -0.28040 0.99671 3.06462 0.103
H -0.87575 0.72806 1.36947 -0.009
H -2.16991 -0.62109 2.74273 0.021
H -3.17130 0.57981 2.10829 0.079
C 2.43689 4.40918 -1.22672 -0.074
C 1.70388 2.98762 -1.24615 -0.178
C 0.20736 3.09251 -0.85617 -0.223
C -0.57321 3.85821 -1.74911 -0.272
N -1.16908 4.44858 -2.52879 0.187
H 1.93266 5.25563 -1.69295 0.064
H 3.38736 4.39372 -1.76006 0.063
H 2.58292 4.77045 -0.20875 0.067
H 2.15206 2.35720 -0.47815 0.062
H 1.92839 2.52844 -2.20887 0.112
H 0.25366 3.83425 -0.05882 0.129
H -0.25252 2.13957 -0.59442 0.002
C 0.44085 -2.03167 2.80202 -0.086
C 1.59751 -2.05447 3.86637 -0.160
C 2.37280 -0.72117 3.61128 -0.117
C 3.38827 -0.85945 2.52757 -0.077
N 4.16284 -0.96753 1.65897 0.114
H -0.02928 -1.05186 2.71804 0.042
H -0.31111 -2.76855 3.08428 0.083
H 0.86279 -2.31054 1.83647 0.060
H 2.18582 -2.94123 3.63047 0.112
H 1.18554 -2.07500 4.87530 0.112
H 3.01222 -0.50265 4.46653 0.125
H 1.77472 0.14821 3.33820 0.113
C -3.20329 0.67303 -2.98749 -0.053
C -1.91595 0.22629 -2.19158 -0.183
C -1.28361 1.41501 -1.42053 -0.220
C -2.08145 1.44734 -0.21440 -0.139
N -2.80093 1.53644 0.72765 0.151
H -2.98993 1.36985 -3.79806 0.071
H -4.00402 1.10253 -2.38545 0.076
H -3.71254 -0.14114 -3.50314 0.054
H -1.08242 -0.17724 -2.76647 0.112
H -2.07596 -0.57946 -1.47515 0.017
H -1.46620 2.34759 -1.95444 0.094
H -0.22681 1.30716 -1.17629 0.049
C -2.83713 -1.92895 1.72769 -0.078
C -1.73437 -1.24515 0.82962 -0.214
C -1.17373 -2.16997 -0.35769 -0.102
C -2.32386 -2.31320 -1.26898 -0.276
N -3.16954 -2.37624 -2.02067 0.192
H -3.38018 -1.33746 2.46480 0.060
H -2.37076 -2.52338 2.51335 0.074
H -3.61409 -2.40583 1.13018 0.089
H -0.95283 -0.80003 1.44538 0.026
H -2.14896 -0.33615 0.39381 0.061
H -0.94278 -3.18129 -0.02305 0.126
H -0.36126 -1.69843 -0.91053 0.073
C 1.90646 -3.73574 -3.72555 -0.094
C 2.02282 -2.25496 -4.01248 -0.233
C 2.27953 -1.35741 -2.78029 -0.137
C 3.35653 -1.91862 -1.93562 -0.151
N 4.20003 -2.31803 -1.27232 0.093
H 2.88049 -4.16522 -3.49123 0.073
H 1.57381 -4.22658 -4.64017 0.081
H 1.31296 -3.93316 -2.83286 0.081
H 1.06984 -1.89122 -4.39671 0.110
H 2.72802 -1.95290 -4.78679 0.114
H 1.41542 -1.15780 -2.14658 0.046
H 2.66957 -0.43631 -3.21334 0.140

---

8.
59
Properties=species:S:1:pos:R:3:lowdin_charge:R:1 method="wB97M-V/def2-TZVPD" smiles="CCC(=O)OCC[C@@]1(CC(=O)Br)C[C@@H](C(F)(F)C(F)(F)F)CC[N@+]1(CC(=O)N(C)C)C(=O)[O-]" molar_mass_g_mol=553.32 orbital_gap_ev=8.9
C -1.20776 -4.19795 1.75657 -0.074
C -1.73021 -4.45516 0.31464 -0.128
C -0.67134 -4.30604 -0.77313 -0.473
O -0.73278 -4.97712 -1.76766 0.135
O 0.33000 -3.37022 -0.63851 -0.032
C 0.28143 -2.39022 -1.69660 -0.160
C 0.82658 -1.02885 -1.31316 -0.076
C 0.03685 -0.18132 -0.22166 -0.285
C -1.40883 -0.72086 -0.24673 -0.081
C -2.54523 -0.11586 0.59935 -0.768
O -2.56224 -0.33916 1.76965 0.021
Br -4.07290 0.86917 -0.09754 0.783
C 0.68432 -0.69209 1.10260 -0.057
C 2.06493 -0.06953 1.46291 -0.151
C 3.13021 -1.12541 1.77625 -0.393
F 4.34017 -0.53904 1.96182 0.118
F 3.30122 -2.01588 0.76377 0.117
C 2.82557 -1.95610 3.09075 -0.524
F 2.82367 -3.26276 2.80070 0.162
F 3.83505 -1.79851 3.96420 0.155
F 1.71234 -1.59202 3.71377 0.184
C 2.64851 1.00204 0.49427 -0.069
C 1.74284 1.53506 -0.62287 -0.121
N 0.26744 1.29893 -0.42825 -0.022
C -0.33422 1.78015 -1.74549 0.029
C -1.44511 2.84165 -1.72827 -0.411
O -2.47857 2.53842 -2.28115 0.067
N -1.29727 4.18755 -1.26832 -0.181
C -2.45131 4.50597 -0.40450 -0.063
C -1.12203 5.13108 -2.37039 -0.068
C -0.06987 2.17682 0.76308 -0.661
O -0.74418 1.75428 1.71215 0.058
O 0.43274 3.30153 0.82541 0.045
H -1.41050 -3.18926 2.13301 0.067
H -1.72327 -4.90036 2.42669 0.077
H -0.14329 -4.45612 1.80466 0.078
H -2.60096 -3.81763 0.09963 0.124
H -2.07539 -5.49218 0.24343 0.119
H -0.73191 -2.40992 -2.12338 0.130
H 0.91100 -2.78289 -2.51317 0.141
H 1.86370 -1.16472 -0.97239 0.124
H 0.93928 -0.47519 -2.26060 0.125
H -1.36916 -1.73824 0.16285 0.109
H -1.76157 -0.75499 -1.29030 0.119
H -0.02135 -0.52317 1.92522 0.118
H 0.81860 -1.78303 1.06993 0.118
H 1.91841 0.44023 2.42724 0.160
H 3.04167 1.82767 1.09698 0.133
H 3.53598 0.55956 0.01411 0.126
H 2.11009 1.15070 -1.58346 0.124
H 1.94754 2.60399 -0.74613 0.140
H 0.44593 2.18923 -2.40375 0.147
H -0.72831 0.92552 -2.30305 0.131
H -2.70989 3.59758 0.15174 0.060
H -2.15136 5.28883 0.30349 0.098
H -3.32075 4.86000 -0.98054 0.092
H -1.60645 6.07995 -2.10521 0.090
H -0.05726 5.38491 -2.50919 0.084
H -1.53080 4.79102 -3.33547 0.090

---

What did the first record say?
15
Properties=species:S:1:pos:R:3:lowdin_charge:R:1 method="wB97M-V/def2-TZVPD" smiles="[H]/N=C(/N)N1C[C@@H]1C=S" molar_mass_g_mol=129.19 relative_energy_kj_mol=485.35 orbital_gap_ev=8.3
C 0.92268 -0.74990 -0.36904 -0.594
C 0.13944 1.59738 -0.01558 0.028
C -0.96891 0.54104 -0.69059 -0.300
C -1.82845 -0.16476 0.53672 -0.579
H 2.45499 0.43858 0.52365 0.046
H 2.73457 -1.05374 0.94117 0.104
H -0.21514 -2.32682 -1.04734 0.116
H 0.43325 2.62020 -0.26807 0.101
H -0.06548 1.19256 0.99028 0.079
H -1.67642 0.84110 -1.55547 0.128
H -1.58096 -0.39333 1.61966 0.075
N 1.96048 -0.41431 0.63301 0.090
N 0.65875 -1.95846 -0.46124 0.118
N 0.36233 0.34215 -0.84612 -0.077
S -3.33111 -0.51168 0.00895 0.663